15
Properties=species:S:1:pos:R:3 method="wB97M-V/def2-TZVPD" lumo_ev=0.470 homo_ev=-8.239 molar_mass_g_mol=136.25 relative_energy_kcal_mol=39.55
C -0.583 -1.788 -1.377
N 0.218 -0.696 -0.645
S 1.879 -0.859 -0.541
C -0.325 0.235 0.094
S -1.987 0.610 -0.065
C 0.493 0.910 1.236
N -0.129 2.111 1.770
H -0.931 -2.679 -0.809
H -1.478 -1.306 -1.741
H -0.004 -2.235 -2.188
H 2.043 -0.251 -1.701
H 1.429 1.197 0.737
H 0.673 0.179 1.974
H -1.020 1.864 2.262
H -0.279 2.708 0.993



38
Properties=species:S:1:pos:R:3 method="wB97M-V/def2-TZVPD" charge=-1 lumo_ev=1.251 homo_ev=-4.467 molar_mass_g_mol=305.29
O -1.869 -0.952 -1.148
H -1.960 -0.048 -0.838
H -1.320 -1.418 -0.513
H -1.473 -0.902 -2.021
O 2.200 0.941 0.406
H 1.910 0.041 0.575
H 2.630 0.919 -0.452
H 1.394 1.460 0.368
C 2.686 -3.825 2.903
C 1.173 -3.703 2.479
C 0.162 -3.610 3.673
O 0.961 -2.636 1.532
H 2.830 -4.588 3.668
H 3.061 -2.907 3.356
H 3.356 -4.182 2.121
H 0.892 -4.651 2.021
H -0.828 -3.557 3.220
H 0.309 -2.796 4.382
H 0.292 -4.445 4.362
C -2.957 4.742 0.677
C -2.151 3.442 1.096
C -3.026 2.454 1.840
O -1.547 2.753 0.050
H -3.582 4.546 -0.194
H -2.347 5.620 0.468
H -3.625 5.009 1.496
H -1.382 3.821 1.770
H -2.462 1.591 2.194
H -3.803 2.059 1.186
H -3.583 3.022 2.586
C 2.254 -0.220 -6.069
F 1.443 -1.013 -6.833
F 3.165 -1.084 -5.513
F 2.878 0.628 -6.912
S 1.254 0.741 -4.732
O 0.130 -0.174 -4.387
O 2.141 0.915 -3.552
O 0.792 2.004 -5.264



22
Properties=species:S:1:pos:R:3 method="wB97M-V/def2-TZVPD" lumo_ev=-3.557 homo_ev=-7.274 molar_mass_g_mol=122.16 relative_energy_kcal_mol=112.80
C -0.425 0.933 -1.338
C 0.428 1.232 -0.052
C 3.647 -0.532 -0.335
O -2.975 -0.864 -0.404
C 2.537 0.042 0.160
C 1.828 1.140 -0.374
H -1.426 0.718 -0.941
H -0.382 1.761 -2.041
H -0.045 0.019 -1.793
H 0.150 2.213 0.349
H 0.116 0.503 0.698
H 4.102 -1.301 0.271
H 4.142 -0.039 -1.162
H -2.689 0.391 2.186
H 2.108 -0.291 1.101
H 2.268 1.727 -1.178
H -1.660 -1.657 0.077
H -2.235 -0.116 0.775
O -2.123 0.613 1.443
H -0.434 -2.674 0.538
H -3.373 -1.384 -1.100
O -0.909 -1.866 0.744



96
Properties=species:S:1:pos:R:3 method="wB97M-V/def2-TZVPD" charge=+1 spin_multiplicity=4 s_squared=3.809 lumo_ev="-3.541 / -4.505" homo_ev="-11.236 / -11.152" molar_mass_g_mol=983.30 relative_energy_kcal_mol=11.98
Re -0.154 0.502 -0.155
F 4.057 2.609 1.833
C 4.604 1.751 0.971
F 5.090 0.711 1.639
F 5.571 2.347 0.308
S 3.333 1.121 -0.209
O 2.218 0.651 0.634
O 3.976 0.127 -1.004
N 2.996 2.502 -0.897
S 1.864 2.493 -1.974
O 0.960 3.602 -1.870
O 1.302 1.145 -2.113
C 2.764 2.742 -3.564
F 1.887 2.658 -4.557
F 3.328 3.939 -3.563
F 3.689 1.806 -3.703
C -2.057 3.414 0.737
P -0.610 2.469 1.275
C 0.712 3.703 1.401
C -0.942 2.023 3.001
C 0.227 1.317 3.679
P 0.658 -0.317 2.910
C 2.381 -0.455 3.516
C -0.088 -1.554 4.040
H -2.250 4.235 1.429
H -2.932 2.767 0.690
H -1.858 3.820 -0.255
H 0.437 4.423 2.174
H 0.836 4.212 0.447
H 1.657 3.231 1.664
H -1.824 1.386 2.985
H -1.217 2.944 3.524
H 0.017 1.191 4.744
H 1.127 1.934 3.614
H 2.404 -0.456 4.607
H 2.975 0.375 3.152
H 2.829 -1.382 3.157
H -0.098 -1.199 5.072
H 0.527 -2.452 3.992
H -1.094 -1.825 3.737
C -3.089 -0.267 4.457
Si -3.651 -0.524 2.669
C -4.857 -1.954 2.879
C -4.641 1.020 2.233
Si -2.218 -1.024 0.772
Si -3.978 -1.027 -0.907
C -5.529 -1.915 -0.320
C -4.659 0.647 -1.475
C -3.415 -1.971 -2.441
Si -1.566 -3.341 0.852
C -1.203 -4.089 -0.846
C -2.961 -4.393 1.540
C -0.094 -3.683 1.984
H -3.956 0.181 4.954
H -2.237 0.374 4.662
H -2.914 -1.226 4.942
H -5.783 -1.537 3.285
H -4.469 -2.655 3.618
H -5.110 -2.512 1.985
H -5.550 1.021 2.839
H -4.946 1.062 1.188
H -4.103 1.940 2.470
H -6.043 -1.387 0.483
H -5.375 -2.949 -0.016
H -6.205 -1.929 -1.181
H -4.616 1.442 -0.731
H -5.715 0.489 -1.709
H -4.180 1.011 -2.382
H -3.536 -3.043 -2.285
H -2.378 -1.801 -2.728
H -4.044 -1.688 -3.289
H -2.039 -4.732 -1.125
H -0.316 -4.724 -0.787
H -1.062 -3.384 -1.658
H -3.888 -4.303 0.977
H -3.171 -4.205 2.591
H -2.628 -5.432 1.450
H 0.623 -2.869 2.056
H 0.436 -4.573 1.638
H -0.454 -3.890 2.992
C -1.511 1.061 -1.607
H -0.988 1.705 -2.315
H -2.358 1.604 -1.199
H -1.897 0.189 -2.135
N 3.490 -4.982 -3.747
C 2.886 -4.173 -3.204
C 2.121 -3.168 -2.518
C 2.264 -2.994 -1.148
C 1.504 -2.026 -0.527
N 0.634 -1.257 -1.195
C 0.507 -1.422 -2.520
C 1.225 -2.368 -3.217
H 2.956 -3.594 -0.577
H 1.590 -1.836 0.531
H -0.184 -0.766 -3.027
H 1.093 -2.477 -4.283



27
Properties=species:S:1:pos:R:3 method="wB97M-V/def2-TZVPD" charge=+1 lumo_ev=-3.084 homo_ev=-13.712 molar_mass_g_mol=189.00
C -1.722 1.501 2.158
C -2.536 1.415 0.878
O -3.509 2.438 0.859
C -1.699 1.556 -0.411
C -0.525 0.659 -0.503
N 0.637 0.883 -1.097
C 1.469 -0.222 -0.996
C 0.776 -1.152 -0.290
B 1.152 -2.650 0.153
O 0.845 -3.651 -0.713
O 1.781 -2.935 1.330
N -0.461 -0.575 0.008
H -2.421 1.489 2.986
H -1.164 2.433 2.199
H -1.046 0.663 2.298
H -3.077 0.474 0.817
H -3.039 3.276 0.930
H -1.424 2.589 -0.600
H -2.349 1.281 -1.243
H 0.879 1.748 -1.554
H 2.458 -0.338 -1.395
H 0.141 -3.367 -1.305
H 1.156 -3.059 2.052
H -1.169 -1.053 0.537
O 4.629 -0.912 -2.431
H 4.663 -1.847 -2.204
H 5.554 -0.646 -2.464



11
Properties=species:S:1:pos:R:3 method="wB97M-V/def2-TZVPD" lumo_ev="-1.100 / -1.427" homo_ev="-9.050 / -8.280" molar_mass_g_mol=312.88 relative_energy_kcal_mol=2.77
C 0.071 -0.260 0.211
C -0.399 0.858 -0.623
N 2.413 -0.337 -0.696
O -0.410 2.068 0.144
I 3.466 1.130 0.357
I 3.065 -2.213 -0.292
H 0.245 0.072 1.249
H -0.070 -1.274 -0.200
H -1.410 0.650 -1.069
H 0.237 1.114 -1.503
H 0.443 2.243 0.555



96
Properties=species:S:1:pos:R:3 method="wB97M-V/def2-TZVPD" charge=-1 lumo_ev="1.162 / 1.161" homo_ev="-4.247 / -4.251" molar_mass_g_mol=994.02 relative_energy_kcal_mol=9.03
Pb 0.543 0.013 0.152
C 1.340 -2.013 -0.547
Si 2.377 -2.846 0.726
C 3.286 -1.356 1.580
N 2.376 -0.201 1.551
C 1.563 -0.065 2.827
C 1.961 1.096 3.737
C 3.481 1.280 3.767
C 4.067 1.479 2.355
C 3.109 1.058 1.237
C 3.576 -4.084 -0.037
C 3.407 -5.464 0.101
C 4.300 -6.359 -0.476
C 5.376 -5.889 -1.214
C 5.553 -4.523 -1.375
C 4.661 -3.632 -0.794
C 1.371 -3.805 2.018
C 2.012 -4.352 3.134
C 1.300 -5.042 4.107
C -0.072 -5.198 3.982
C -0.726 -4.662 2.883
C -0.009 -3.969 1.911
H 0.437 -2.622 -0.938
H 1.724 -1.768 -1.547
H 4.163 -1.157 0.961
H 3.631 -1.604 2.588
H 1.609 -0.987 3.417
H 0.479 0.061 2.536
H 1.590 0.915 4.749
H 1.501 1.992 3.401
H 3.937 0.390 4.218
H 3.749 2.126 4.406
H 5.007 0.921 2.282
H 4.322 2.532 2.204
H 3.646 0.958 0.300
H 2.399 1.844 1.060
H 2.570 -5.870 0.660
H 4.151 -7.425 -0.352
H 6.070 -6.587 -1.668
H 6.385 -4.150 -1.960
H 4.822 -2.570 -0.951
H 3.086 -4.248 3.259
H 1.817 -5.457 4.964
H -0.630 -5.734 4.740
H -1.799 -4.778 2.782
H -0.553 -3.552 1.073
C -6.259 1.897 -3.623
C -5.241 0.842 -4.085
C -4.946 1.050 -5.578
C -5.907 -0.529 -3.938
C -3.955 0.981 -3.281
C -3.441 -0.038 -2.496
C -2.270 0.165 -1.796
Br -1.571 -1.251 -0.724
C -1.508 1.366 -1.800
O -0.420 1.436 -1.091
C -2.042 2.399 -2.613
C -3.227 2.173 -3.309
C -1.394 3.774 -2.788
C -1.077 3.999 -4.278
C -0.086 4.024 -2.035
C -2.377 4.862 -2.318
H -7.206 1.792 -4.162
H -5.903 2.915 -3.794
H -6.469 1.797 -2.556
H -5.851 0.918 -6.179
H -4.201 0.334 -5.933
H -4.565 2.052 -5.786
H -6.823 -0.581 -4.531
H -6.181 -0.734 -2.900
H -5.252 -1.333 -4.283
H -3.929 -0.999 -2.409
H -3.611 2.981 -3.921
H -0.415 3.217 -4.656
H -0.581 4.961 -4.430
H -1.974 4.004 -4.905
H 0.702 3.336 -2.349
H -0.215 3.950 -0.962
H 0.282 5.035 -2.237
H -3.298 4.882 -2.909
H -1.928 5.856 -2.400
H -2.657 4.707 -1.274
C 0.215 4.915 4.373
O 0.312 3.731 3.602
C 0.159 3.792 2.258
S -0.168 5.246 1.509
S 0.319 2.255 1.491
H 0.376 4.630 5.414
H -0.778 5.358 4.301
H 0.990 5.632 4.103
Cl -0.648 -0.890 5.187
C -1.412 -1.511 3.707
Cl -0.626 -0.897 2.232
H -2.452 -1.202 3.696
H -1.344 -2.589 3.708
O 1.890 0.595 -1.064



63
Properties=species:S:1:pos:R:3 method="wB97M-V/def2-TZVPD" charge=-1 lumo_ev=2.562 homo_ev=-2.956 molar_mass_g_mol=456.25
C 2.895 -3.665 1.829
C 2.021 -3.132 0.507
C 3.093 -2.495 -0.558
N 2.476 -1.808 -1.757
Ga 0.940 -2.756 -2.470
P -1.060 -1.637 -2.032
C -2.223 -2.586 -0.859
C -1.572 -3.031 0.576
C -0.815 0.190 -1.546
C -0.449 0.457 0.029
H 3.662 -2.862 2.195
H 3.395 -4.712 1.556
H 2.158 -3.895 2.720
H 1.454 -4.094 0.117
H 1.274 -2.313 0.949
H 3.694 -1.650 0.032
H 3.902 -3.267 -0.919
H 2.286 -0.789 -1.584
H 0.914 -4.317 -1.999
H 1.114 -2.801 -4.084
H -3.192 -1.972 -0.628
H -2.559 -3.574 -1.432
H -0.701 -3.814 0.439
H -2.420 -3.611 1.185
H -1.288 -2.107 1.241
H 0.097 0.605 -2.189
H -1.768 0.816 -1.827
H -1.347 0.104 0.718
H -0.340 1.638 0.151
H 0.594 0.013 0.366
N -0.443 -0.331 3.145
C -1.185 0.526 3.881
C -1.173 0.561 5.266
C -0.354 -0.338 5.941
C 0.420 -1.235 5.211
C 0.343 -1.192 3.828
H -1.810 1.205 3.309
H -1.787 1.273 5.806
H -0.320 -0.341 7.027
H 1.067 -1.948 5.707
H 0.930 -1.868 3.214
N 3.174 1.471 -2.551
C 2.946 2.707 -2.054
C 3.466 3.867 -2.605
C 4.273 3.756 -3.732
C 4.528 2.497 -4.266
C 3.960 1.395 -3.647
H 2.313 2.740 -1.173
H 3.247 4.833 -2.165
H 4.700 4.643 -4.191
H 5.154 2.377 -5.143
H 4.127 0.392 -4.028
N -4.447 2.643 0.732
C -4.062 2.100 -0.444
C -4.416 2.611 -1.682
C -5.219 3.746 -1.720
C -5.633 4.328 -0.526
C -5.224 3.746 0.663
H -3.439 1.213 -0.362
H -4.076 2.135 -2.595
H -5.519 4.175 -2.672
H -6.259 5.213 -0.522
H -5.518 4.165 1.621



12
Properties=species:S:1:pos:R:3 method="wB97M-V/def2-TZVPD" charge=-1 lumo_ev=3.184 homo_ev=-3.776 molar_mass_g_mol=92.07 relative_energy_kcal_mol=16.40
C -1.365 -0.532 -0.281
N -1.037 0.727 0.334
C -0.123 0.717 1.447
O 0.614 1.725 1.533
O -0.224 -0.248 2.237
H -0.611 -0.933 -0.976
H -1.439 -1.256 0.528
H -2.337 -0.481 -0.782
H -0.779 1.466 -0.302
H 0.968 -1.356 -3.932
H 1.916 -2.464 -3.314
O 1.873 -1.633 -3.800



12
Properties=species:S:1:pos:R:3 method="wB97M-V/def2-TZVPD" lumo_ev=0.652 homo_ev=-9.632 molar_mass_g_mol=106.15 relative_energy_kcal_mol=72.93
C 0.607 -0.846 1.006
N -0.062 -0.312 -0.183
S -1.455 -1.171 -0.670
C -0.249 1.099 -0.136
N 0.176 1.893 -1.046
O 0.816 1.309 -2.086
H 1.555 -0.304 1.127
H 0.798 -1.923 0.878
H 0.015 -0.733 1.916
H -2.276 -0.906 0.386
H -0.779 1.538 0.708
H 0.854 0.355 -1.901



101
Properties=species:S:1:pos:R:3 method="wB97M-V/def2-TZVPD" charge=-1 lumo_ev=1.488 homo_ev=-6.203 molar_mass_g_mol=1339.34 relative_energy_kcal_mol=7.94
O 4.125 -3.403 -5.458
S 4.043 -1.994 -5.695
O 4.639 -1.532 -6.916
Br 5.247 -1.053 -4.078
N 2.514 -1.583 -5.569
S 2.184 -0.025 -5.336
O 2.840 0.869 -6.261
O 2.291 0.399 -3.959
C 0.431 -0.031 -5.693
C -0.346 -0.459 -4.448
C -1.639 -1.208 -4.695
F -2.663 -0.387 -5.023
Br -2.121 -2.017 -2.952
C -1.543 -2.318 -5.801
F -0.305 -2.832 -5.848
F -1.844 -1.729 -6.984
Br -2.797 -3.828 -5.660
H 0.198 0.982 -5.991
H 0.305 -0.681 -6.549
H 0.262 -0.999 -3.739
H -0.640 0.456 -3.940
C -4.020 2.692 -1.580
C -2.771 3.128 -0.848
O -1.745 2.546 -1.625
C -2.214 2.454 -2.900
O -1.538 2.263 -3.853
O -3.555 2.617 -2.929
F -2.716 2.620 0.418
H -4.352 1.705 -1.251
H -4.839 3.400 -1.493
H -2.624 4.208 -0.804
C 4.023 -0.494 -9.637
C 4.559 -0.723 -11.029
O 3.395 -1.079 -11.757
C 2.336 -0.474 -11.139
O 1.264 -0.351 -11.630
O 2.687 -0.030 -9.921
F 5.447 -1.749 -11.084
H 3.975 -1.412 -9.056
H 4.579 0.246 -9.070
H 5.012 0.156 -11.494
C -1.940 7.511 -4.127
C -1.414 7.068 -2.782
O -2.595 6.662 -2.111
C -3.477 6.244 -3.062
O -4.449 5.608 -2.837
O -3.080 6.653 -4.289
F -0.845 8.097 -2.097
H -2.264 8.552 -4.110
H -1.228 7.368 -4.935
H -0.718 6.234 -2.818
C 2.472 6.554 0.720
C 3.249 6.164 -0.517
O 2.410 5.182 -1.100
C 1.136 5.462 -0.728
O 0.168 5.000 -1.231
O 1.120 6.348 0.296
F 4.446 5.613 -0.213
H 2.697 5.894 1.558
H 2.629 7.586 1.021
H 3.402 6.975 -1.232
C -2.110 2.090 3.394
C -2.056 0.609 3.685
O -0.704 0.426 4.078
C -0.277 1.601 4.623
O 0.699 1.725 5.278
O -1.135 2.604 4.316
F -2.301 -0.128 2.576
H -1.802 2.314 2.378
H -3.087 2.528 3.579
H -2.711 0.277 4.488
C -2.609 -3.138 4.664
C -3.578 -4.291 4.541
O -4.812 -3.695 4.900
C -4.733 -2.372 4.576
O -5.657 -1.638 4.507
O -3.448 -2.019 4.337
F -3.294 -5.289 5.414
H -2.235 -3.030 5.683
H -1.768 -3.205 3.980
H -3.657 -4.709 3.536
C -1.490 -6.165 8.222
C -0.281 -6.765 8.898
O 0.658 -6.842 7.840
C 0.354 -5.843 6.958
O 1.075 -5.457 6.106
O -0.882 -5.352 7.209
F -0.529 -8.016 9.365
H -2.114 -6.927 7.755
H -2.100 -5.561 8.888
H 0.134 -6.157 9.700
C 4.231 -4.452 10.265
C 3.282 -5.622 10.149
O 2.047 -5.052 10.562
C 2.099 -3.718 10.251
O 1.156 -3.009 10.217
O 3.369 -3.343 9.986
F 3.611 -6.629 10.995
H 4.630 -4.360 11.276
H 5.051 -4.492 9.554
H 3.175 -6.023 9.139